This record from OMol25 describes a cluster of 2 separate species, C27H51Br2FN9O5P2S2 in total at a distorted geometry. The level of theory is the ωB97M-V functional and the def2-TZVPD basis.

Properties
ΔE to the lowest compared entry with this formula, charge and spin in kcal per mole: 0.0
E_HOMO in eV: -8.96
Orbital gap in eV: 5.9
Total charge: +1

Each line ends with the Mulliken charge.
Cartesian coordinates (Å):
C (-3.7516, -3.8058, -1.5447)  -0.917
C (-2.5004, -3.3567, -1.5525)  -1.000
C (-1.7811, -3.1847, -2.8669)  -0.466
C (-0.7403, -4.2791, -3.1694)  1.970
C (0.3107, -4.6046, -2.1219)  -1.293
O (0.1928, -4.3098, -0.9690)  -0.418
N (1.4930, -5.3609, -2.5580)  0.092
C (1.7670, -6.4785, -1.7151)  0.533
O (2.3161, -6.4586, -0.6662)  -0.413
F (1.3812, -7.6268, -2.2623)  -0.180
P (-1.5499, -5.9196, -3.4850)  0.873
N (-2.0096, -6.6308, -2.1977)  -0.906
O (-0.4677, -6.8054, -4.2779)  -0.508
O (-2.7936, -5.6972, -4.4688)  -0.448
C (-0.2124, -3.7268, -4.6172)  -0.008
N (1.1930, -3.8181, -4.9429)  -0.428
C (-0.6701, -2.2511, -4.7012)  -1.142
C (-1.3706, -1.9970, -6.0331)  -0.493
Br (-2.9979, -3.0595, -6.3162)  -0.033
C (-0.3700, -2.2049, -7.2177)  -0.785
C (-0.5559, -3.4376, -8.1015)  -1.377
N (-1.3150, -1.8191, -3.3610)  1.213
C (-0.0932, -1.3732, -2.5939)  -0.843
C (-0.2786, -1.0479, -1.1017)  -1.400
C (0.3037, 0.3328, -0.7161)  -1.219
S (1.9482, 0.1226, 0.0370)  -0.125
C (1.8999, 1.1501, 1.4901)  0.048
S (1.5908, 2.7190, 1.4730)  -0.144
N (2.1940, 0.4609, 2.6918)  0.385
C (1.2996, -0.0780, 3.5803)  -0.186
C (2.0155, -0.6731, 4.5674)  -0.584
N (3.3589, -0.4883, 4.3204)  -0.586
C (3.4291, 0.1860, 3.2181)  -0.102
C (-2.3785, -0.8019, -3.5761)  -0.751
Br (-1.6368, 0.8399, -4.3588)  0.025
C (-3.1733, -0.3420, -2.3469)  -0.533
C (-4.6372, -0.1107, -2.7666)  -1.579
H (-4.1485, -4.3357, -0.6883)  0.310
H (-4.4324, -3.6370, -2.3734)  0.228
H (-2.0109, -3.1197, -0.6186)  0.492
H (-2.5692, -3.4444, -3.5863)  0.421
H (2.2659, -4.7098, -2.4400)  0.386
H (-1.8317, -6.1004, -1.3539)  0.279
H (-0.8921, -7.2868, -5.0009)  0.364
H (-3.1166, -6.5234, -4.8524)  0.416
H (-0.6859, -4.4355, -5.2919)  0.843
H (1.4504, -4.7966, -4.9921)  0.398
H (1.7739, -3.3628, -4.2490)  0.305
H (0.2918, -1.7565, -4.8239)  0.414
H (-1.7371, -0.9902, -6.1766)  0.496
H (0.6540, -2.1528, -6.8519)  0.434
H (-0.4732, -1.3452, -7.8814)  0.507
H (-1.3626, -3.2914, -8.8149)  0.413
H (0.3455, -3.5197, -8.7146)  0.410
H (-0.6402, -4.3804, -7.5661)  0.283
H (0.6832, -2.1302, -2.6744)  0.402
H (0.3418, -0.4959, -3.0676)  1.044
H (-1.2841, -1.1472, -0.7122)  0.242
H (0.3179, -1.7650, -0.5347)  0.742
H (-0.3621, 0.8842, -0.0553)  0.612
H (0.4366, 0.9579, -1.6005)  0.441
H (0.2270, -0.0346, 3.4924)  0.430
H (1.6143, -1.2086, 5.4095)  0.391
H (4.3692, 0.4750, 2.7761)  0.426
H (-3.0853, -1.1540, -4.3207)  0.674
H (-2.8289, 0.6292, -1.9949)  0.515
H (-3.1790, -1.0027, -1.4866)  0.295
H (-5.2933, -0.0114, -1.9064)  0.406
H (-4.7043, 0.7773, -3.3961)  0.373
H (-5.0133, -0.9380, -3.3748)  0.383
O (-0.1311, 4.8864, 4.6669)  -0.787
P (0.7071, 5.4718, 5.7607)  0.618
N (1.2301, 6.9137, 4.9731)  0.187
C (2.5093, 7.5866, 5.0284)  -0.927
C (0.1643, 7.8070, 4.5360)  -1.069
N (1.8760, 4.1924, 5.8453)  0.173
C (3.3356, 4.3055, 5.8453)  -0.963
C (1.5026, 2.9645, 5.1372)  -1.442
N (0.9306, 5.9398, 7.3822)  0.175
C (-0.2278, 6.6427, 7.9445)  -1.111
C (2.1368, 6.3632, 8.0554)  -0.922
H (2.5317, 8.4074, 5.7608)  0.322
H (2.7335, 8.0220, 4.0501)  0.332
H (3.3342, 6.9182, 5.2519)  0.240
H (-0.3214, 8.3203, 5.3774)  0.280
H (-0.6041, 7.2571, 3.9913)  0.265
H (0.5510, 8.5701, 3.8592)  0.365
H (3.7113, 5.1626, 5.2873)  0.238
H (3.7881, 3.4340, 5.3721)  0.373
H (3.7430, 4.3081, 6.8597)  0.288
H (1.6929, 3.0364, 4.0597)  0.395
H (0.4526, 2.7254, 5.2806)  0.379
H (2.0656, 2.1182, 5.5376)  0.574
H (-0.2062, 7.7172, 7.7152)  0.320
H (-0.2580, 6.5299, 9.0300)  0.354
H (-1.1612, 6.2321, 7.5513)  0.343
H (2.1797, 7.4561, 8.1392)  0.344
H (3.0577, 6.0464, 7.5822)  0.298
H (2.1453, 5.9535, 9.0701)  0.311